[1]
Below is an isolated molecule of C24H31NO5, with properties calculated with the ωB97M-V functional and the def2-TZVPD basis.

- Kohn-Sham gap: 8.5 eV
- SMILES: CCOC(=O)C1(CCOc2ccccc2)CCN(Cc2cccc(OC)c2O)CC1
- Energy above the lowest of the compared OMol25 structures with the same formula, charge and spin: 4.84 kcal per mole

ORCA input file:
```
! wB97M-V def2-TZVPD RIJCOSX def2/J DEFGRID3
* xyz 0 1
C 1.93 4.50 0.51
C 1.47 3.79 1.78
O 0.86 2.54 1.47
C -0.43 2.56 1.12
O -1.09 3.56 1.05
C -0.99 1.16 0.86
C -1.68 0.71 2.16
C -0.82 0.83 3.42
O -1.43 0.24 4.53
C -1.44 -1.12 4.65
C -0.79 -2.02 3.81
C -0.87 -3.38 4.06
C -1.59 -3.86 5.13
C -2.24 -2.97 5.97
C -2.17 -1.62 5.74
C -2.04 1.26 -0.26
C -1.38 1.57 -1.61
N -0.35 0.63 -1.99
C -0.86 -0.66 -2.45
C 0.22 -1.49 -3.11
C 0.35 -2.84 -2.79
C 1.29 -3.62 -3.43
C 2.10 -3.06 -4.39
C 2.00 -1.71 -4.72
O 2.88 -1.31 -5.69
C 2.92 0.02 -6.13
C 1.05 -0.91 -4.07
O 0.93 0.42 -4.36
C 0.66 0.52 -0.95
C 0.10 0.17 0.43
H 2.61 3.87 -0.05
H 2.44 5.42 0.78
H 1.07 4.75 -0.11
H 0.74 4.42 2.32
H 2.31 3.55 2.42
H -2.58 1.32 2.30
H -2.01 -0.33 2.05
H -0.70 1.89 3.70
H 0.18 0.42 3.25
H -0.21 -1.67 2.97
H -0.36 -4.06 3.40
H -1.65 -4.93 5.32
H -2.80 -3.34 6.82
H -2.66 -0.91 6.38
H -2.75 2.05 -0.02
H -2.59 0.31 -0.33
H -2.13 1.61 -2.39
H -0.90 2.56 -1.54
H -1.32 -1.25 -1.64
H -1.64 -0.46 -3.18
H -0.30 -3.27 -2.04
H 1.39 -4.67 -3.18
H 2.84 -3.64 -4.91
H 3.68 0.04 -6.92
H 3.21 0.71 -5.33
H 1.96 0.34 -6.55
H 0.40 0.82 -3.64
H 1.39 -0.24 -1.26
H 1.18 1.48 -0.90
H 0.92 0.16 1.14
H -0.33 -0.84 0.39
*
```

Atomic partial charges in e from the Löwdin method, atoms 1 to 8: number 1, C, carries -0.0565; number 2, C, carries -0.2006; number 3, O, carries -0.0127; number 4, C, carries -0.4729; number 5, O, carries 0.1332; number 6, C, carries -0.3529; number 7, C, carries -0.0823; number 8, C, carries -0.1758

***

[2]
Below is a structure of composition C24H32As2N3O11Zr, with properties calculated with the ωB97M-V functional and the def2-TZVPD basis.

- Kohn-Sham gap: 6.1 eV
- Energy above the lowest of the compared OMol25 structures with the same formula, charge and spin: 27.69 kcal per mole

ORCA input file:
```
! wB97M-V def2-TZVPD RIJCOSX def2/J DEFGRID3
* xyz 1 1
Zr 0.46 1.08 -0.59
N -1.72 1.89 -0.90
C -1.71 3.37 -0.70
C -0.27 3.87 -0.57
O 0.01 4.86 0.05
N 0.59 3.07 -1.29
C 1.98 3.53 -1.32
C 2.80 2.36 -1.83
O 3.76 2.41 -2.53
O 2.26 1.19 -1.41
H -1.96 1.66 -1.87
H -2.45 1.45 -0.35
H -2.28 3.65 0.18
H -2.14 3.87 -1.56
H 2.33 3.81 -0.32
H 2.11 4.40 -1.97
C 3.65 1.18 1.19
C 2.39 1.70 1.80
C 2.26 2.53 2.88
C 0.88 2.66 3.18
C 0.19 1.91 2.27
C -1.26 1.56 2.24
N 1.11 1.32 1.38
H 4.43 1.15 1.96
H 4.03 1.80 0.38
H 3.53 0.17 0.80
H 3.08 2.96 3.43
H 0.44 3.22 3.99
H -1.58 1.16 3.21
H -1.48 0.75 1.53
H -1.91 2.41 2.02
C 1.92 -1.00 4.41
O 1.01 -1.03 3.29
C 1.38 -1.79 2.28
O 2.41 -2.42 2.20
C 0.44 -1.78 1.11
C -0.88 -1.92 1.21
As -2.23 -1.75 -0.19
C -2.57 -3.65 -0.55
C -1.08 -1.32 -1.73
C 0.26 -1.28 -1.83
As 1.63 -1.95 -0.47
C 1.34 -3.88 -0.76
C 0.90 -0.85 -3.11
O 1.71 -1.51 -3.70
O 0.47 0.38 -3.44
C 1.16 1.03 -4.54
C -1.95 -0.96 -2.90
O -2.53 0.10 -3.00
O -2.03 -1.95 -3.77
C -2.87 -1.73 -4.92
C -1.50 -2.24 2.54
O -1.03 -3.02 3.32
O -2.66 -1.60 2.71
C -3.34 -1.89 3.95
H 1.45 -0.34 5.14
H 2.88 -0.60 4.09
H 2.04 -2.00 4.82
H -2.83 -4.11 0.40
H -1.71 -4.14 -0.98
H -3.42 -3.74 -1.22
H 0.42 -4.21 -0.28
H 2.19 -4.38 -0.29
H 1.33 -4.09 -1.82
H 2.23 0.91 -4.41
H 0.88 2.07 -4.49
H 0.84 0.58 -5.48
H -2.44 -0.95 -5.55
H -3.87 -1.43 -4.60
H -2.90 -2.67 -5.44
H -4.28 -1.34 3.90
H -2.74 -1.56 4.79
H -3.52 -2.96 4.03
*
```

Atomic partial charges in e from the Löwdin method, atoms 1 to 8: number 1, Zr, carries 1.8057; number 2, N, carries -0.0578; number 3, C, carries -0.1125; number 4, C, carries -0.5527; number 5, O, carries 0.1105; number 6, N, carries -0.1202; number 7, C, carries -0.1002; number 8, C, carries -0.5499

***

[3]
Below is a structure of composition C24H32As2O8Pd, with properties calculated with the ωB97M-V functional and the def2-TZVPD basis.

- Kohn-Sham gap (spin up / spin down): 5.8 / 5.8 eV
- Energy above the lowest of the compared OMol25 structures with the same formula, charge and spin: 7.76 kcal per mole

ORCA input file:
```
! wB97M-V def2-TZVPD RIJCOSX def2/J DEFGRID3
* xyz 2 1
Pd -1.58 0.66 0.34
C -2.27 -1.37 -2.83
C -3.14 -0.12 -2.71
C -4.55 -0.37 -3.27
C -3.29 0.37 -1.30
C -3.55 -0.52 -0.24
C -3.74 -0.03 1.05
C -3.71 1.37 1.33
C -3.87 1.87 2.72
C -3.55 2.26 0.24
C -3.32 1.78 -1.03
H -2.15 -1.64 -3.88
H -2.72 -2.23 -2.34
H -1.28 -1.22 -2.41
H -2.68 0.68 -3.30
H -5.05 -1.17 -2.71
H -4.48 -0.68 -4.31
H -5.17 0.52 -3.22
H -3.58 -1.59 -0.40
H -3.87 -0.72 1.87
H -3.29 2.77 2.89
H -3.58 1.11 3.45
H -4.92 2.11 2.89
H -3.58 3.33 0.42
H -3.16 2.47 -1.85
C -0.14 -3.04 0.90
O 0.23 -3.06 -0.48
C 1.13 -2.21 -0.98
O 1.47 -2.26 -2.12
C 1.60 -1.04 -0.13
C 2.65 -1.07 0.70
As 3.58 0.32 1.84
C 4.90 0.95 0.54
C 1.81 1.42 1.73
C 1.72 1.72 0.44
As 0.61 0.57 -0.63
C 0.98 0.75 -2.51
C 2.54 2.86 -0.15
O 3.38 3.44 0.47
O 2.13 3.14 -1.38
C 2.77 4.30 -1.99
C 0.74 0.79 2.51
O -0.46 0.73 2.19
O 1.14 0.36 3.67
C 0.15 -0.18 4.58
C 3.47 -2.31 0.91
O 4.52 -2.20 1.50
O 2.99 -3.42 0.41
C 3.80 -4.61 0.56
H -0.53 -4.03 1.12
H -0.93 -2.30 1.07
H 0.71 -2.84 1.55
H 5.69 0.21 0.62
H 5.26 1.92 0.88
H 4.54 1.00 -0.48
H 2.06 0.82 -2.65
H 0.49 1.65 -2.87
H 0.60 -0.13 -3.02
H 2.30 4.42 -2.96
H 3.83 4.12 -2.09
H 2.61 5.18 -1.36
H 0.70 -0.46 5.47
H -0.34 -1.04 4.13
H -0.59 0.59 4.81
H 3.23 -5.41 0.11
H 3.98 -4.80 1.62
H 4.75 -4.47 0.05
*
```

Atomic partial charges in e from the Löwdin method, atoms 1 to 8: number 1, Pd, carries 0.7451; number 2, C, carries -0.0422; number 3, C, carries -0.3808; number 4, C, carries -0.0245; number 5, C, carries -0.2460; number 6, C, carries -0.0512; number 7, C, carries -0.0512; number 8, C, carries -0.2818

***

Q: What is the energy above the lowest of the compared OMol25 structures with the same formula, charge and spin in the second record?
A: 27.69 kcal per mole